The following is a DFT calculation (the ωB97M-V functional and the def2-TZVPD basis) of a 4-piece molecular cluster, C22H25NO3Si overall.

Its LUMO energy is 0.4 eV. The electronic energy comes out at -38729.123 eV. As for the maximum force: 0.70 eV Å⁻¹. As for the HOMO energy: -9.483 eV. Its total charge is 0. Its SMILES is N#CO[SiH2]CCOC=O.c1ccccc1.c1ccccc1.c1ccccc1.

Last column: Mulliken charge in e.
CARTESIAN COORDINATES (ANGSTROEM)
N  5.341  -0.368  -0.183  -0.464
C  4.298  -0.028  -0.526  0.548
O  3.109  0.301  -0.923  -0.349
Si  2.363  1.658  -0.175  0.300
C  0.633  1.172  0.316  -0.538
C  -0.386  1.358  -0.831  -0.168
O  -1.096  0.147  -1.131  -0.403
C  -1.913  -0.315  -0.172  0.460
O  -2.514  0.361  0.613  -0.526
H  2.354  2.735  -1.183  -0.139
H  3.182  2.101  0.964  -0.114
H  0.666  0.136  0.663  0.410
H  0.375  1.825  1.155  0.360
H  0.113  1.608  -1.768  0.155
H  -1.079  2.171  -0.608  0.312
H  -1.984  -1.411  -0.194  0.140
C  -3.934  -6.497  1.215  -0.310
C  -4.052  -5.138  1.472  -0.573
C  -3.115  -4.252  0.960  -0.131
C  -2.062  -4.723  0.188  -0.227
C  -1.944  -6.082  -0.071  -0.442
C  -2.880  -6.969  0.445  -0.396
H  -4.663  -7.189  1.616  0.354
H  -4.874  -4.769  2.072  0.354
H  -3.207  -3.192  1.168  0.337
H  -1.329  -4.034  -0.213  0.322
H  -1.124  -6.450  -0.673  0.353
H  -2.787  -8.029  0.246  0.354
C  3.183  4.861  -6.221  -0.416
C  1.910  5.358  -5.981  -0.348
C  1.125  4.803  -4.979  -0.591
C  1.618  3.754  -4.216  0.151
C  2.891  3.257  -4.455  -0.307
C  3.674  3.810  -5.459  -0.450
H  3.794  5.293  -7.003  0.354
H  1.528  6.179  -6.575  0.361
H  0.131  5.188  -4.794  0.359
H  1.005  3.323  -3.434  0.155
H  3.276  2.438  -3.859  0.384
H  4.666  3.421  -5.648  0.366
C  -1.464  -0.186  5.807  -0.373
C  -1.879  0.104  4.515  -0.574
C  -0.946  0.475  3.557  0.051
C  0.398  0.551  3.893  -0.099
C  0.816  0.264  5.186  -0.584
C  -0.119  -0.105  6.143  -0.374
H  -2.190  -0.475  6.557  0.362
H  -2.927  0.041  4.252  0.409
H  -1.261  0.700  2.548  0.226
H  1.123  0.849  3.146  0.227
H  1.865  0.326  5.445  0.371
H  0.201  -0.329  7.152  0.362

***

The following is a DFT calculation (the ωB97M-V functional and the def2-TZVPD basis) of a 14-piece molecular cluster, C6H40O14 overall.

Its LUMO energy is 0.1 eV. The electronic energy comes out at -35534.274 eV. As for the maximum force: 6.02 eV Å⁻¹. As for the HOMO energy: -10.439 eV. Its total charge is 0.

Last column: Mulliken charge in e.
CARTESIAN COORDINATES (ANGSTROEM)
C  0.278  -1.500  -0.610  -0.546
O  -0.102  -0.573  0.328  -0.200
C  0.918  -0.845  -1.899  0.113
C  -0.038  0.350  -2.336  -0.642
C  -1.549  0.155  -2.086  0.420
C  -2.378  1.019  -2.913  -1.006
C  -2.727  2.273  -2.095  -0.685
H  1.049  -2.000  -0.004  0.090
H  -0.509  -2.188  -0.761  0.693
H  -1.106  -0.350  1.906  0.401
H  0.853  -1.495  -2.699  0.653
H  1.964  -0.493  -1.628  -0.616
H  0.103  0.486  -3.408  0.662
H  0.229  1.320  -1.816  0.038
H  -1.890  0.219  -1.072  -0.204
H  -1.943  -0.935  -2.263  0.352
H  -2.015  1.259  -3.906  0.423
H  -3.354  0.426  -3.240  0.330
H  -1.762  2.762  -1.685  -0.044
H  -2.818  3.252  -2.689  0.364
H  -3.534  2.189  -1.463  0.313
H  -0.476  0.297  0.101  0.278
H  -1.500  -0.756  3.401  0.220
O  -1.505  -0.990  2.508  -0.713
H  4.037  -2.251  -1.950  0.215
H  3.211  -3.069  -0.815  0.406
O  3.492  -2.162  -1.212  -0.561
H  -0.749  4.634  0.096  0.317
H  0.754  4.164  -0.169  0.311
O  -0.185  4.065  -0.519  -0.648
H  -4.238  -0.867  -0.867  0.382
H  -4.122  -2.448  -0.804  0.282
O  -4.502  -1.724  -1.285  -0.650
H  0.467  1.141  3.075  0.357
H  -0.319  2.106  3.872  0.324
O  -0.145  1.153  3.816  -0.626
H  -4.554  0.652  0.933  0.296
H  -3.226  0.876  0.431  0.198
O  -4.105  0.590  0.091  -0.628
H  1.963  2.552  1.462  0.323
H  2.468  3.540  0.277  0.313
O  1.820  3.348  0.954  -0.683
H  -2.203  2.362  0.478  0.419
H  -0.748  2.408  0.051  0.134
O  -1.367  1.963  0.748  -0.828
H  2.434  0.163  1.823  0.247
H  1.188  0.346  1.071  0.423
O  1.715  0.861  1.685  -0.903
H  3.282  0.646  -1.006  0.288
H  4.131  0.993  0.224  0.274
O  3.553  1.315  -0.427  -0.581
H  2.591  -4.045  0.839  0.370
H  1.470  -3.947  -0.230  0.408
O  2.386  -4.326  -0.088  -0.766
H  0.880  -3.011  2.511  0.287
H  -0.558  -2.535  2.183  0.378
O  0.116  -3.194  2.000  -0.626
H  2.662  -1.700  0.452  0.102
H  4.148  -1.933  0.923  0.333
O  3.204  -1.942  1.214  -0.581

***

The following is a DFT calculation (the ωB97M-V functional and the def2-TZVPD basis) of C5H8INS as an isolated structure.

Its LUMO energy (alpha / beta) is -1.1 / -1.1 eV. The electronic energy comes out at -25737.087 eV. As for the maximum force: 6.05 eV Å⁻¹. As for the HOMO energy (alpha / beta): -8.622 / -8.622 eV. Its total charge is 0.

Last column: Mulliken charge in e.
CARTESIAN COORDINATES (ANGSTROEM)
C  0.746  -2.404  0.949  0.012
C  1.605  -2.096  -0.059  -0.264
C  0.256  -1.435  1.819  -0.662
C  -0.238  2.300  -0.585  0.214
C  -1.054  1.577  -1.622  -0.993
N  -0.387  2.324  0.678  -0.613
S  1.570  -0.618  -0.857  -0.230
I  -2.082  1.697  1.439  0.037
H  0.500  -3.466  1.147  0.294
H  2.419  -2.709  -0.534  0.305
H  -0.555  -1.584  2.477  0.263
H  0.596  -0.419  1.771  0.290
H  0.611  2.737  -0.933  0.543
H  -0.653  0.938  -2.484  0.244
H  -1.680  2.266  -2.200  0.294
H  -1.655  0.890  -1.006  0.267

***

The following is a DFT calculation (the ωB97M-V functional and the def2-TZVPD basis) of C11H33BF4O8Ti2 as an isolated structure.

Its LUMO energy (alpha / beta) is -3.5 / -8.0 eV. The electronic energy comes out at -86089.968 eV. As for the maximum force: 3.54 eV Å⁻¹. As for the HOMO energy (alpha / beta): -9.111 / -11.599 eV. Its total charge is +1. As for the spin multiplicity: 8.

Last column: Mulliken spin population.
CARTESIAN COORDINATES (ANGSTROEM)
Ti  0.122  16.122  -1.226  3.198
Ti  3.134  15.002  0.880  2.974
C  2.418  19.111  -0.717  0.114
C  2.534  17.915  0.323  0.018
O  1.970  16.856  0.004  0.031
O  3.473  17.985  1.173  0.903
H  3.164  18.996  -1.504  -0.002
H  2.400  20.091  -0.241  0.004
H  1.379  19.101  -1.044  0.018
B  0.475  13.825  -0.202  -0.253
F  -0.787  14.328  -0.370  0.029
F  1.360  14.396  -1.093  -0.044
F  0.937  14.086  1.142  0.057
F  0.397  12.471  -0.324  -0.011
C  -2.549  12.612  2.076  -0.001
O  -2.716  13.827  1.395  -0.001
H  -1.472  12.454  2.008  0.001
H  -2.654  12.782  3.147  0.000
H  -3.079  11.768  1.634  0.000
H  -1.884  13.982  0.943  0.009
C  4.588  13.870  -1.697  0.017
O  4.784  14.949  -0.819  0.007
H  3.568  13.513  -1.556  0.001
H  4.711  14.134  -2.748  0.000
H  5.315  13.061  -1.623  -0.001
H  5.418  15.574  -1.177  0.002
C  1.053  10.489  -2.934  0.000
O  0.279  11.685  -2.872  -0.002
H  0.399  9.618  -2.885  0.000
H  1.548  10.579  -3.901  0.000
H  1.832  10.348  -2.185  0.000
H  0.226  12.046  -1.984  0.002
C  1.677  12.384  4.109  0.010
C  2.263  11.228  4.927  0.003
O  1.453  10.118  4.687  0.000
H  0.699  12.598  4.540  0.002
H  1.607  12.203  3.036  -0.004
H  2.368  13.226  4.155  0.009
H  2.154  11.441  5.990  0.000
H  3.277  10.925  4.668  0.000
H  1.857  9.376  5.142  0.000
C  0.285  9.761  1.569  0.000
C  -0.851  8.985  2.237  0.000
O  -0.922  7.624  1.810  0.000
H  0.426  9.629  0.497  0.000
H  1.201  9.437  2.063  0.000
H  0.267  10.823  1.815  0.000
H  -1.784  9.499  2.010  0.000
H  -0.792  8.923  3.323  0.000
H  -1.782  7.223  1.958  0.000
C  5.393  11.431  1.794  0.007
C  4.013  11.369  1.108  -0.009
O  3.493  12.666  1.111  -0.066
H  5.987  10.555  1.532  0.001
H  5.266  11.529  2.872  -0.001
H  5.952  12.335  1.553  0.002
H  3.490  10.638  1.724  -0.001
H  4.148  10.971  0.102  -0.001
H  2.535  12.619  1.147  -0.021

***

The following is a DFT calculation (the ωB97M-V functional and the def2-TZVPD basis) of C26H21MnN6O2S as an isolated structure.

Its LUMO energy (alpha / beta) is -0.5 / -0.5 eV. The electronic energy comes out at -82493.734 eV. As for the maximum force: 2.21 eV Å⁻¹. As for the HOMO energy (alpha / beta): -7.771 / -7.748 eV. Its total charge is 0. As for the spin multiplicity: 5.

Last column: Mulliken spin population.
CARTESIAN COORDINATES (ANGSTROEM)
Mn  -0.747  -0.238  -0.662  4.129
S  1.366  0.442  -2.474  0.084
C  0.434  -0.812  -3.186  0.016
C  0.755  -1.432  -4.405  -0.006
C  -0.086  -2.396  -4.909  0.005
C  -1.235  -2.756  -4.198  -0.004
C  -1.482  -2.130  -3.001  0.026
N  -0.673  -1.180  -2.507  -0.025
H  1.655  -1.131  -4.920  -0.002
H  0.140  -2.873  -5.855  0.000
H  -1.915  -3.511  -4.565  0.000
H  -2.348  -2.379  -2.402  0.001
C  2.454  1.410  0.446  0.016
N  2.011  2.813  0.219  0.000
C  2.435  3.685  1.338  -0.001
C  0.520  2.926  -0.054  0.002
C  -0.341  2.354  1.042  -0.100
C  -0.807  3.195  2.049  -0.001
C  -1.615  2.703  3.060  0.021
C  -1.954  1.359  3.059  -0.021
C  -1.523  0.533  2.030  -0.030
C  -0.717  1.005  0.989  -0.113
H  3.538  1.380  0.529  0.001
H  2.142  0.776  -0.380  -0.004
H  2.001  1.040  1.361  -0.006
H  2.467  3.129  -0.636  0.000
H  1.936  3.347  2.242  0.000
H  2.151  4.716  1.137  0.000
H  3.512  3.617  1.471  0.000
H  0.349  2.381  -0.983  -0.011
H  0.303  3.985  -0.200  0.003
H  -0.586  4.256  2.009  -0.001
H  -2.007  3.363  3.823  0.001
H  -2.588  0.958  3.840  -0.001
H  -1.845  -0.504  2.040  -0.008
N  -1.885  1.082  -1.300  -0.052
C  -2.376  2.098  -1.580  0.052
C  -2.817  3.368  -1.816  0.018
C  -3.701  3.681  -2.876  -0.001
N  -4.418  3.939  -3.740  0.011
C  -2.278  4.386  -0.993  0.001
N  -1.783  5.190  -0.329  0.011
O  2.777  -1.528  0.619  0.007
C  1.703  -2.074  0.709  -0.005
N  0.496  -1.604  0.220  -0.045
C  -0.494  -2.477  0.525  -0.001
O  -1.660  -2.252  0.179  0.040
C  0.047  -3.607  1.319  -0.010
C  -0.557  -4.676  1.944  0.001
C  0.258  -5.513  2.703  0.000
C  1.625  -5.287  2.795  0.002
C  2.228  -4.211  2.145  -0.001
C  1.413  -3.369  1.423  0.003
H  -1.621  -4.850  1.853  0.001
H  -0.180  -6.347  3.236  0.000
H  2.229  -5.949  3.402  0.000
H  3.293  -4.032  2.210  0.000

***

The following is a DFT calculation (the ωB97M-V functional and the def2-TZVPD basis) of C4H3N3O as an isolated structure.

Its LUMO energy is 0.2 eV. The electronic energy comes out at -10708.964 eV. As for the maximum force: 9.70 eV Å⁻¹. As for the HOMO energy: -9.260 eV. Its total charge is 0.

Last column: Mulliken charge in e.
CARTESIAN COORDINATES (ANGSTROEM)
C  -1.518  -0.111  0.100  0.397
C  0.262  0.766  0.366  0.118
C  1.638  0.942  -0.052  -0.312
C  -0.006  -0.635  0.467  0.251
H  -1.659  1.896  0.404  0.312
H  2.008  1.948  -0.687  0.270
H  3.028  -0.771  -0.681  0.325
N  -1.101  1.118  -0.132  -0.252
N  2.121  -0.330  -0.198  0.114
N  1.146  -1.287  0.063  -0.666
O  -2.600  -0.669  -0.307  -0.557

***

Q: What is the formula in the sixth record?
A: C4H3N3O

***

Q: electronic energy of number 6 (C4H3N3O)?
A: -10708.964 eV

***

Q: What is the electronic energy in the sixth record?
A: -10708.964 eV

***

Q: Among the records above, which one has the lowest maximum force?
A: C22H25NO3Si